Molecular formula: C3H8N2
Method: DFT, wB97M-V/def2-TZVPD

- Charge: 0
- Maximum force: 0.0780 Eh/bohr
- E: -228.46889 Eh
- ΔE to the lowest compared entry with this formula, charge and spin: 472.0 kJ/mol
- Gap between HOMO and LUMO: 9.0862 eV
- SMILES: C=NC.C=N
- LUMO energy: 0.28 eV

Structure (XYZ):
```
13
Properties=species:S:1:pos:R:3:lowdin_charge:R:1
N -0.0387 0.1743 0.9880 -0.13
N -0.0760 -0.6216 -2.0969 0.00
C 1.3344 0.4947 1.2293 -0.19
C -0.6556 -0.1361 2.0312 -0.09
C -0.9988 -0.4901 -2.9468 -0.18
H -0.3870 -0.0521 -1.2403 0.03
H 1.8463 0.7150 0.2388 0.08
H 1.9290 -0.2457 1.8174 0.08
H 1.4040 1.5256 1.7466 0.10
H -0.2501 -0.9407 2.7768 0.10
H -1.7177 0.2680 -3.0804 0.04
H -0.9829 -1.2751 -3.7895 0.07
H -1.4069 0.5837 2.3257 0.08
```



Molecular formula: C3H8N2
Method: DFT, wB97M-V/def2-TZVPD

- Charge: 0
- Maximum force: 0.1546 Eh/bohr
- E: -228.51899 Eh
- ΔE to the lowest compared entry with this formula, charge and spin: 340.4 kJ/mol
- Gap between HOMO and LUMO: 9.5823 eV
- SMILES: NC1CNC1
- LUMO energy: 0.94 eV

Structure (XYZ):
```
13
Properties=species:S:1:pos:R:3:lowdin_charge:R:1
N -0.6539 -0.1242 1.7552 0.06
N 0.4663 -0.0473 -1.4922 -0.06
C -0.7316 0.4395 -0.8800 -0.20
C 0.0096 0.2526 0.5212 -0.46
C 0.8048 -0.6952 -0.1234 -0.24
H -1.1588 0.7166 2.0495 0.08
H 0.7868 1.1569 0.5126 0.17
H 1.1724 0.6989 -1.7315 0.11
H 0.0959 -0.2253 2.3613 0.04
H -0.9353 1.5347 -1.1813 0.13
H 1.9202 -0.6949 0.1087 0.12
H 0.5961 -1.8559 -0.1871 0.15
H -1.6613 -0.1110 -0.8804 0.10
```



Molecular formula: C3H8N2
Method: DFT, wB97M-V/def2-TZVPD

- Charge: 0
- Maximum force: 0.0463 Eh/bohr
- E: -228.57736 Eh
- ΔE to the lowest compared entry with this formula, charge and spin: 187.2 kJ/mol
- Gap between HOMO and LUMO: 9.5381 eV
- SMILES: C/N=C\NC
- LUMO energy: 0.92 eV

Structure (XYZ):
```
13
Properties=species:S:1:pos:R:3:lowdin_charge:R:1
N -1.5399 0.9382 0.0081 -0.05
N 0.6064 -0.0406 -0.1488 -0.09
C 2.0788 -0.0102 0.0213 -0.10
C -0.2500 1.0336 -0.0872 -0.28
C -2.0934 -0.4247 -0.0010 -0.18
H 0.2622 -1.0075 -0.3872 0.13
H 2.2999 0.4449 1.0183 0.08
H -1.5618 -0.9697 0.8535 0.09
H -3.1919 -0.4620 0.1754 0.07
H 0.2799 2.0126 -0.0099 0.13
H 2.6211 0.5385 -0.7589 0.07
H 2.4245 -1.0364 0.1912 0.08
H -1.9358 -1.0166 -0.8747 0.05
```



Molecular formula: C3H8N2
Method: DFT, wB97M-V/def2-TZVPD

- Charge: 0
- Maximum force: 0.0657 Eh/bohr
- E: -228.52960 Eh
- ΔE to the lowest compared entry with this formula, charge and spin: 312.6 kJ/mol
- Gap between HOMO and LUMO: 9.1070 eV
- SMILES: C=NN(C)C
- LUMO energy: 1.03 eV

Structure (XYZ):
```
13
Properties=species:S:1:pos:R:3:lowdin_charge:R:1
N 0.0562 0.3663 -0.0340 -0.35
N 1.0009 -0.2879 -0.7713 -0.01
C -1.0200 -0.3644 0.5616 -0.10
C 0.2858 1.7114 0.3491 -0.10
C 0.8955 -1.5793 -1.0126 -0.08
H 0.1880 -2.2803 -0.6123 0.03
H -1.3637 -1.1715 -0.1951 0.09
H 1.0736 2.0557 -0.3444 0.08
H 0.4279 1.7330 1.4689 0.09
H -0.7337 -0.8785 1.4619 0.07
H -0.5975 2.3951 0.0443 0.10
H 1.7869 -1.9529 -1.5625 0.06
H -1.9999 0.2534 0.6464 0.11
```



Molecular formula: C3H8N2
Method: DFT, wB97M-V/def2-TZVPD

- Charge: 0
- Maximum force: 0.0640 Eh/bohr
- E: -228.56465 Eh
- ΔE to the lowest compared entry with this formula, charge and spin: 220.6 kJ/mol
- Gap between HOMO and LUMO: 8.5817 eV
- SMILES: C/C(N)=C/N
- LUMO energy: 1.08 eV

Structure (XYZ):
```
13
Properties=species:S:1:pos:R:3:lowdin_charge:R:1
N 0.7756 -1.2324 -0.3953 0.03
N 0.9384 0.4283 1.9242 0.00
C -0.1445 -0.1019 -0.2220 -0.39
C -0.0910 0.6803 0.9273 -0.16
C -1.1511 0.2392 -1.3165 -0.10
H -0.6556 1.5972 1.2175 0.11
H 1.4443 1.2369 2.0815 0.03
H 0.5396 -1.7509 -1.3176 0.11
H -1.4995 1.2130 -1.0010 0.04
H 1.5994 -0.3597 1.7302 0.08
H -1.9867 -0.4427 -1.5746 0.06
H 0.7856 -1.8996 0.3595 0.06
H -0.5545 0.3923 -2.4131 0.13
```



Molecular formula: C3H8N2
Method: DFT, wB97M-V/def2-TZVPD

- Charge: 0
- Maximum force: 0.0778 Eh/bohr
- E: -228.47806 Eh
- ΔE to the lowest compared entry with this formula, charge and spin: 447.9 kJ/mol
- Gap between HOMO and LUMO (spin up / spin down): 8.5029 / 8.5048 eV
- LUMO energy (spin up / spin down): 0.85 / 0.85 eV

Structure (XYZ):
```
13
Properties=species:S:1:pos:R:3:lowdin_charge:R:1
N 0.3134 0.3165 -0.9644 -0.05
N 1.2240 -0.0636 -0.0074 -0.16
C 2.5416 0.0412 0.2637 -0.01
C -1.0484 -0.2592 -0.8701 -0.34
C -1.7272 0.1853 0.3779 -0.14
H 0.8636 -0.5447 0.9090 0.16
H -1.5642 1.3035 0.4986 0.10
H 3.1896 0.7074 -0.3341 0.07
H -2.7575 -0.0990 0.3284 0.06
H -1.1403 -1.3500 -0.8282 0.10
H 2.7355 -0.2503 1.2864 0.05
H -1.2041 -0.2359 1.1779 0.03
H -1.4260 0.2488 -1.8378 0.13
```



Molecular formula: C3H8N2O
Method: DFT, wB97M-V/def2-TZVPD

- Spin multiplicity: 2
- Charge: -1
- Maximum force: 0.0149 Eh/bohr
- E: -303.80041 Eh
- ΔE to the lowest compared entry with this formula, charge and spin: 81.8 kJ/mol
- Gap between HOMO and LUMO (spin up / spin down): 3.9480 / 7.1463 eV
- LUMO energy (spin up / spin down): 4.22 / 4.16 eV

Structure (XYZ):
```
14
Properties=species:S:1:pos:R:3:lowdin_charge:R:1
O -1.5592 -1.6187 -2.4120 -0.28
N 0.2409 1.6818 1.8990 -0.03
N -0.2633 0.2098 0.0270 -0.10
C 0.4453 0.3742 1.2823 -0.39
C 0.1716 -0.9123 -0.8350 -0.31
C -0.4735 -0.9459 -2.1942 -0.47
H 1.2625 -0.8179 -0.9353 0.08
H -0.7611 1.8416 1.9749 0.05
H -0.0648 -1.8788 -0.3689 0.09
H -0.0180 -0.2650 -2.9174 0.03
H 1.5072 0.2516 1.0649 0.10
H 0.2166 -0.4225 2.0106 0.10
H 0.5555 2.3548 1.2055 0.05
H -1.2599 0.1473 0.1986 0.09
```



Molecular formula: C3H8N2O
Method: DFT, wB97M-V/def2-TZVPD

- Charge: 0
- Maximum force: 0.0703 Eh/bohr
- E: -303.83147 Eh
- ΔE to the lowest compared entry with this formula, charge and spin: 159.3 kJ/mol
- Gap between HOMO and LUMO: 10.7913 eV
- SMILES: [H]/N=C/C.NC=O
- LUMO energy: 1.00 eV

Structure (XYZ):
```
14
Properties=species:S:1:pos:R:3:lowdin_charge:R:1
O -0.6535 -1.3719 0.5655 -0.06
N 0.8801 -2.1903 -0.9028 0.13
N 0.5268 0.9376 -0.8114 0.04
C 0.5372 -1.4566 0.1842 -0.42
C -0.6173 1.0118 -0.1663 -0.31
C -0.6826 1.7078 1.1570 -0.09
H 1.3944 -1.1089 0.7758 0.13
H 1.8198 -2.1737 -1.2699 0.10
H 0.2558 1.5884 1.7022 0.08
H 0.1377 -2.5395 -1.4923 0.11
H -0.8685 2.7712 0.9816 0.08
H -1.5105 1.3064 1.7449 0.07
H 0.3535 0.6350 -1.7740 0.04
H -1.5730 0.8825 -0.6946 0.11
```



Molecular formula: C3H8N2O
Method: DFT, wB97M-V/def2-TZVPD

- Charge: 0
- Maximum force: 0.1049 Eh/bohr
- E: -303.76942 Eh
- ΔE to the lowest compared entry with this formula, charge and spin: 322.2 kJ/mol
- Gap between HOMO and LUMO: 9.9391 eV
- SMILES: CN(C)NC=O
- LUMO energy: 0.88 eV

Structure (XYZ):
```
14
Properties=species:S:1:pos:R:3:lowdin_charge:R:1
O -1.9671 0.0941 0.8809 0.04
N -0.6527 0.0318 -0.9358 -0.03
N 0.6442 0.1464 -0.4040 -0.25
C 0.7946 1.0679 0.6788 -0.10
C -1.8456 0.1508 -0.2878 -0.41
C 0.9017 -1.2119 0.0364 -0.12
H -0.6490 -0.0084 -2.1031 0.22
H 0.9340 -1.8343 -0.8761 0.07
H 0.0774 -1.5577 0.7028 0.09
H 0.0886 0.8758 1.4671 0.08
H 0.5187 2.0442 0.5151 0.06
H -2.6424 0.4691 -1.0507 0.14
H 1.8425 1.2221 0.8648 0.09
H 1.9552 -1.4897 0.5115 0.12
```



Molecular formula: C3H8N2O
Method: DFT, wB97M-V/def2-TZVPD

- Charge: 0
- Maximum force: 0.1239 Eh/bohr
- E: -303.69375 Eh
- ΔE to the lowest compared entry with this formula, charge and spin: 520.8 kJ/mol
- Gap between HOMO and LUMO: 8.7265 eV
- LUMO energy: 0.76 eV

Structure (XYZ):
```
14
Properties=species:S:1:pos:R:3:lowdin_charge:R:1
O -2.4837 -0.8666 -0.3083 -0.10
N 2.3339 0.1995 -0.1966 -0.03
N 0.1898 -1.6159 0.4440 0.16
C -1.8195 0.2024 0.2710 -0.17
C 0.4787 0.8248 -0.2221 -0.04
C 0.0594 -0.4009 0.2695 -0.34
H 0.4801 1.6541 0.4742 0.11
H -2.1065 -1.6822 0.0649 0.07
H -2.0825 1.1228 -0.2430 0.09
H 2.5842 0.1534 -1.1861 0.00
H 1.1773 -1.8878 0.3806 0.07
H 0.3075 1.0142 -1.2747 0.11
H 2.8573 0.9924 0.1782 -0.01
H -1.9760 0.2898 1.3483 0.08
```